[1]
17
Properties=species:S:1:pos:R:3:forces:R:3:mulliken_charge:R:1 method="wB97M-V/def2-TZVPD" total_charge=+1 energy_ha=-251.2403 fmax_ha_per_bohr=0.0180 gap_ev=12.088
C -1.4331 -2.0727 1.7563 -0.3 0.8 0.4 -0.572
O -0.9819 -0.7383 1.3743 0.2 -0.3 0.2 -0.584
H -2.4453 -2.1905 1.4055 -0.2 -0.1 -0.3 0.236
H -0.7690 -2.8066 1.3296 0.1 -0.3 0.0 0.249
H -1.4841 -2.1344 2.8453 0.3 -0.2 -0.2 0.319
H -0.7239 -0.2898 2.1861 0.0 0.1 -0.1 0.332
C 1.1431 2.1123 -1.0169 -0.1 0.2 0.1 -1.302
C 0.1618 0.9995 -1.3071 0.8 0.0 0.3 -0.168
N 0.6620 -0.3226 -0.7262 0.3 0.1 -0.5 -0.250
H 2.0782 2.0040 -1.5515 0.1 0.0 -0.3 0.394
H 0.6735 3.0600 -1.2713 0.1 0.0 -0.3 0.350
H 1.3782 2.2017 0.0325 0.0 -0.1 0.5 0.405
H -0.7798 1.2319 -0.8366 -0.4 -0.3 -0.2 0.266
H 0.1060 0.8529 -2.3771 -0.5 0.0 -0.1 0.299
H 0.6488 -1.0435 -1.4441 -0.4 -0.2 0.0 0.394
H 0.1088 -0.6319 0.1275 0.1 0.3 -0.1 0.263
H 1.6567 -0.2321 -0.5262 0.0 0.1 0.5 0.371

=====

[2]
17
Properties=species:S:1:pos:R:3:forces:R:3:mulliken_charge:R:1 method="wB97M-V/def2-TZVPD" total_charge=+1 energy_ha=-250.9552 fmax_ha_per_bohr=0.0515 gap_ev=4.811
C -1.9122 -0.3498 0.8330 -1.2 1.1 0.8 -0.534
C -2.7572 -0.4588 -0.4075 1.2 -0.5 -1.0 -0.781
N 1.8279 -0.2577 -0.8413 2.3 0.8 1.1 -0.157
C 2.6575 -0.4017 0.3368 -0.9 -1.5 0.2 -0.616
H -0.7997 -0.2093 0.7014 0.1 0.0 -0.3 0.176
H -2.0463 -1.1753 1.5666 0.4 0.4 -0.5 0.362
H -2.1705 0.6035 1.2937 -0.1 -0.2 0.6 0.276
H -2.9837 0.4993 -0.8894 -0.4 -0.1 0.6 0.298
H -3.6256 -1.1038 -0.2063 0.1 0.4 -0.3 0.294
H -2.1695 -0.9331 -1.2098 -0.3 -0.5 0.1 0.263
H 2.4204 -0.2248 -1.6762 -0.3 0.0 -0.2 0.337
H 2.0458 -0.9601 1.0850 0.0 0.4 -0.1 0.288
H 3.5928 -0.9512 0.2522 0.0 0.3 -0.7 0.371
H 2.8193 0.5654 0.8223 0.0 0.2 0.0 0.315
H 1.1974 0.6152 -0.6426 -1.9 -0.1 -0.1 0.302
H -0.0103 2.2143 -0.0720 -0.5 -0.3 0.3 0.284
O 0.1248 1.2486 0.0641 1.5 -0.2 -0.8 -0.476

=====

[3]
18
Properties=species:S:1:pos:R:3:forces:R:3:mulliken_charge:R:1 method="wB97M-V/def2-TZVPD" total_charge=+1 energy_ha=-326.4239 fmax_ha_per_bohr=0.0618 gap_ev=9.583
C -3.1324 1.4844 -0.1502 -0.2 2.0 2.5 -0.933
C -1.8940 0.8629 0.4339 1.3 -1.7 -1.1 -0.206
C -1.7777 -0.4727 0.6952 -1.2 2.3 0.2 -0.372
N -0.7269 -1.3153 0.1197 0.9 -0.9 0.1 -0.243
H -3.1157 1.6136 -1.2361 0.3 -0.7 0.1 0.288
H -4.0437 1.0157 0.2069 -0.1 -0.4 -0.3 0.336
H -3.1967 2.5276 0.2247 -0.1 -0.4 -0.2 0.313
H -0.9403 1.3953 0.4569 -0.1 0.2 -1.2 0.357
H -2.5434 -0.8926 1.3334 -0.3 -1.2 -1.0 0.365
H -0.8780 -1.3577 -0.8968 -0.5 -0.3 0.3 0.392
H 0.2938 -1.1049 0.0558 0.0 1.1 0.7 0.337
H -0.7807 -2.2665 0.4905 -0.1 0.0 -0.1 0.385
H 2.5108 -0.5921 -0.8261 0.1 -0.3 0.4 0.337
H 1.6805 0.3677 -1.5543 -0.4 0.4 -0.3 0.311
O 1.5897 -0.4751 -1.1091 0.5 -0.1 0.2 -0.668
H 5.1258 -0.3400 0.0811 -0.2 0.7 0.3 0.335
H 4.4424 0.9960 0.6385 0.5 -0.2 -0.1 0.321
O 4.2965 0.0894 0.3483 -0.4 -0.5 -0.3 -0.655

=====

[4]
18
Properties=species:S:1:pos:R:3:forces:R:3:mulliken_charge:R:1 method="wB97M-V/def2-TZVPD" total_charge=+1 energy_ha=-326.4706 fmax_ha_per_bohr=0.0616 gap_ev=11.708
C 0.6319 -1.1380 -1.2930 1.0 0.4 1.0 -0.865
O 1.9554 -0.5514 -1.4341 -1.1 -0.2 -0.9 -0.541
C -0.2478 -0.0965 -0.5288 -0.2 -2.5 -1.9 0.346
C -1.4548 -0.8355 0.0504 -0.4 -0.2 -0.5 -1.209
N 0.7022 0.5244 0.4366 0.0 1.8 0.3 -0.209
H 0.1319 -1.4321 -2.2137 0.2 0.2 -0.2 0.495
H 0.8093 -2.0303 -0.7031 -0.4 -0.3 0.3 0.377
H 2.2631 -0.7699 -2.3209 0.3 0.1 0.1 0.331
H -0.6062 0.4915 -1.4247 0.8 0.9 1.8 0.236
H -1.4286 -1.9184 -0.1881 0.3 0.5 0.7 0.314
H -2.3472 -0.5164 -0.4758 -0.2 0.3 0.0 0.334
H -1.6371 -0.6348 1.0994 0.1 -0.3 0.2 0.346
H 1.2721 1.1207 -0.1943 0.1 -0.2 0.9 0.418
H 0.3529 1.1086 1.2793 -0.3 0.1 -1.8 0.211
H 1.3551 -0.1111 0.8927 0.0 -0.7 -0.6 0.404
H -0.5932 1.5988 2.7843 -0.2 0.5 0.4 0.362
H -0.9414 2.9026 2.0168 0.2 -0.1 0.1 0.355
O -0.2178 2.2878 2.2170 -0.3 -0.3 0.2 -0.704

=====

[5]
18
Properties=species:S:1:pos:R:3:forces:R:3:mulliken_charge:R:1 method="wB97M-V/def2-TZVPD" total_charge=+1 energy_ha=-326.4837 fmax_ha_per_bohr=0.0261 gap_ev=11.397
C 2.7297 -0.3425 1.8133 -0.1 0.1 -0.4 -1.119
C 1.6839 0.0703 0.8163 -0.2 -1.0 0.3 -0.053
C 1.7909 0.1019 -0.4978 0.4 1.3 0.0 -0.102
N 0.7014 0.7074 -1.3010 -0.2 -0.6 0.2 -0.167
H 2.2324 -0.7015 2.7067 0.1 -0.1 0.1 0.339
H 3.3211 0.5304 2.0970 0.1 -0.1 0.0 0.297
H 3.3883 -1.1237 1.4279 0.0 0.2 0.0 0.338
H 0.7036 0.2142 1.2518 -0.2 0.4 0.0 0.122
H 2.7167 0.0303 -1.0444 0.1 -0.3 -0.1 0.362
H 0.7701 1.7245 -1.3544 0.1 0.0 0.0 0.381
H -0.2406 0.4775 -0.8947 -0.2 0.0 -0.2 0.247
H 0.6853 0.3387 -2.2504 0.1 0.0 -0.1 0.416
H -2.7087 -0.0544 -0.5618 -0.1 0.0 0.1 0.348
H -1.7525 0.3576 0.5668 -0.3 0.0 -0.2 0.303
O -1.8071 0.2777 -0.3965 0.3 0.1 0.5 -0.675
H -4.4418 -1.0302 -1.4951 0.0 -0.1 0.1 0.322
H -5.3510 -0.8193 -0.3154 0.1 0.2 0.3 0.316
O -4.4216 -0.7588 -0.5682 -0.1 -0.1 -0.5 -0.675

=====

[6]
18
Properties=species:S:1:pos:R:3:forces:R:3:mulliken_charge:R:1 method="wB97M-V/def2-TZVPD" total_charge=+1 energy_ha=-326.4611 fmax_ha_per_bohr=0.0555 gap_ev=11.435
C 1.1150 -1.1081 2.2475 -1.4 -2.5 0.0 -1.169
C 0.9565 -0.5411 0.8853 -0.6 2.1 1.2 0.681
C 1.0057 -1.0352 -0.3227 0.5 -0.7 -1.2 -0.808
N 0.4438 0.9032 0.9807 0.9 0.6 -1.8 -0.300
H 1.8895 -1.8623 2.2882 0.4 0.1 0.0 0.311
H 1.0460 -0.5786 3.1872 0.7 1.2 -0.3 0.339
H 0.1833 -1.6989 2.3885 0.3 -0.1 -0.2 0.329
H 0.7637 -0.5273 -1.2566 -0.1 0.5 0.6 0.274
H 1.3497 -2.0369 -0.5528 0.0 -0.1 0.6 0.274
H 1.0244 1.4985 0.3723 0.3 -0.3 0.1 0.360
H 0.5225 1.3754 1.8817 -0.6 -0.5 0.2 0.361
H -0.4314 1.0553 0.4590 -0.4 -0.1 0.7 0.343
H -0.3877 2.6244 -2.0613 0.1 0.2 -0.2 0.303
H -1.5251 1.7092 -1.6565 -0.9 -0.7 -0.5 0.317
O -0.7597 2.1506 -1.3178 0.8 0.2 0.8 -0.626
H -3.0904 -0.3277 -2.7275 0.1 -0.1 0.1 0.323
H -1.8013 -1.1462 -2.6163 0.0 -0.1 -0.1 0.319
O -2.3043 -0.4544 -2.1788 -0.1 0.3 0.0 -0.632

=====

[7]
18
Properties=species:S:1:pos:R:3:forces:R:3:mulliken_charge:R:1 method="wB97M-V/def2-TZVPD" total_charge=+1 energy_ha=-326.4703 fmax_ha_per_bohr=0.0410 gap_ev=11.099
C 1.0219 1.9661 -1.8741 -0.4 -0.5 2.0 -1.138
C -0.0677 1.3946 -0.9756 -0.1 -1.2 -1.8 0.621
C -1.3804 1.5571 -1.1349 1.8 0.2 0.5 -0.873
N 0.3566 0.2323 -0.1294 -0.2 1.3 0.5 -0.198
H 0.5943 2.8146 -2.3913 0.4 0.2 -0.2 0.378
H 1.3677 1.1875 -2.5518 -0.2 0.0 -0.3 0.323
H 1.8745 2.1848 -1.2254 0.1 0.6 -0.4 0.342
H -2.0593 0.8145 -0.7457 -0.6 0.5 0.2 0.315
H -1.5911 2.4871 -1.6390 -0.9 -0.3 -0.3 0.276
H 1.0935 -0.3723 -0.4650 0.0 -0.3 -0.8 0.379
H 0.7776 0.6352 0.7119 -0.3 -0.2 0.3 0.396
H -0.4898 -0.3190 0.1342 0.5 -0.5 0.4 0.221
H -1.1196 -1.8108 1.8405 0.2 -0.1 -0.5 0.327
H -1.1487 -2.5604 0.4663 -0.2 0.8 0.6 0.332
O -1.3045 -1.6871 0.8917 0.0 -0.6 -0.4 -0.715
H 1.3125 -3.1224 2.6423 -0.5 0.9 0.1 0.335
H 0.1157 -2.9569 3.5396 0.2 0.4 0.0 0.346
O 0.6466 -2.4447 2.9060 0.3 -1.3 0.0 -0.665

=====

[8]
18
Properties=species:S:1:pos:R:3:forces:R:3:mulliken_charge:R:1 method="wB97M-V/def2-TZVPD" total_charge=+1 energy_ha=-326.4876 fmax_ha_per_bohr=0.0246 gap_ev=10.468
C 1.0905 -0.2002 -0.2792 0.1 -0.7 -0.6 -0.678
C -0.3019 -0.7113 -0.5380 -1.1 0.0 -0.4 -0.240
C -0.8498 -0.2704 -1.9102 1.0 -0.6 -0.5 -0.767
O -2.1969 -0.6547 -2.0133 0.0 0.4 -0.1 -0.489
N 1.4417 -0.4316 1.1576 -0.3 0.8 0.2 -0.176
H 1.8052 -0.7365 -0.8920 0.2 -0.1 0.0 0.387
H 1.1675 0.8491 -0.5313 0.1 0.3 0.3 0.348
H -1.0249 -0.3339 0.1904 0.2 0.2 0.2 0.302
H -0.4169 -1.8042 -0.5091 0.4 0.2 0.1 0.317
H -0.3110 -0.7961 -2.7149 -0.2 -0.2 0.3 0.317
H -0.5791 0.7693 -2.1442 -0.7 0.2 0.4 0.387
H -2.7922 0.0762 -1.8195 0.1 0.0 0.0 0.321
H 1.1463 -1.3685 1.4134 0.1 -0.2 0.2 0.371
H 2.4060 -0.2592 1.4382 0.2 -0.3 -0.4 0.391
H 0.8887 0.2552 1.6926 -0.4 0.0 0.3 0.238
H -0.4330 2.5113 2.0280 0.0 -0.4 0.0 0.320
H -0.5868 1.5434 3.1942 -0.1 -0.1 0.0 0.328
O -0.4534 1.5620 2.2374 0.3 0.3 0.1 -0.675

=====

[9]
19
Properties=species:S:1:pos:R:3:forces:R:3:mulliken_charge:R:1 method="wB97M-V/def2-TZVPD" total_charge=-1 energy_ha=-724.9327 fmax_ha_per_bohr=0.0457 gap_ev=6.028
C -2.5336 1.0797 0.6283 1.5 -1.5 0.4 -1.414
C -1.6167 -0.1608 0.2598 -0.4 0.4 1.0 0.392
C -1.2050 0.1392 -1.1586 1.9 0.9 -1.1 -1.043
S -0.1899 1.7795 -1.4528 -0.5 -1.1 0.4 -0.716
N -0.4316 -0.2640 1.1867 -0.5 1.0 0.6 -0.683
H -1.9504 1.9051 0.2654 0.4 0.6 0.2 0.354
H -2.8509 1.2403 1.6351 0.2 -0.2 1.1 0.371
H -3.4077 1.1349 0.0627 -1.6 -0.4 -1.2 0.397
H -2.0247 -1.2385 0.2904 -0.3 1.8 0.0 0.183
H -0.6333 -0.7289 -1.4969 0.2 0.2 -0.3 0.404
H -1.9781 0.3416 -1.8842 -0.8 -0.5 0.2 0.321
H 0.3970 -0.4939 0.6453 -0.1 0.2 -0.1 0.283
H -0.2270 0.6439 1.6692 -0.3 -1.0 -1.0 0.257
H 1.7735 0.4905 -1.1962 -0.2 -0.4 -0.2 0.256
H 1.6644 0.0885 -2.5700 -0.7 0.4 -1.4 0.310
O 2.0281 -0.2618 -1.7806 1.0 -0.3 1.5 -0.668
H 2.7736 -2.5868 3.2685 0.8 -0.9 -0.5 0.337
H 2.7182 -3.8778 3.9659 -0.3 -0.8 0.7 0.306
O 3.2140 -3.4747 3.2687 -0.4 1.8 -0.3 -0.645

=====

[10]
20
Properties=species:S:1:pos:R:3:forces:R:3:mulliken_charge:R:1 method="wB97M-V/def2-TZVPD" total_charge=+1 energy_ha=-691.3311 fmax_ha_per_bohr=0.0729 gap_ev=11.173
C -1.2076 -0.8875 -0.9071 3.5 -1.2 -0.3 -1.408
C -0.7154 -0.6129 1.4513 -0.5 0.3 3.0 -1.288
C -0.2478 -0.2783 0.0956 -0.7 1.7 -0.2 1.071
N -0.8707 1.6816 -0.1249 -1.4 -1.7 -0.3 -0.652
O 1.9042 0.8184 -1.4758 -0.7 -0.9 -0.4 -0.541
O 2.2985 1.0987 1.0360 -0.9 -1.1 -0.4 -0.497
O 2.3809 -1.4769 0.1021 -0.9 0.6 -0.1 -0.460
Si 1.7350 0.0095 -0.0870 0.0 0.4 -0.3 0.558
H -2.0351 -0.3495 -1.1775 -2.2 1.4 -0.1 0.413
H -1.4486 -1.8670 -0.5528 -0.5 -0.5 0.2 0.376
H -0.6472 -1.0560 -1.8042 0.1 -0.1 -0.9 0.408
H 0.0238 -0.4543 2.3299 -1.3 0.0 -1.5 0.283
H -0.9724 -1.6830 1.4510 0.5 0.1 0.0 0.351
H -1.7525 -0.1881 1.7237 1.6 -0.3 -0.4 0.384
H -1.2905 1.9164 -1.1089 1.4 -0.4 2.6 0.323
H -1.5873 1.7849 0.6452 1.0 0.0 -1.4 0.330
H -0.0199 2.1423 0.1488 0.1 0.9 -0.3 0.312
H 2.2794 1.6687 -1.6773 0.4 0.2 0.2 0.362
H 2.5518 0.5830 1.8033 0.3 0.3 0.7 0.315
H 3.2141 -1.9034 -0.1217 -0.1 0.4 -0.1 0.357

=====

[11]
20
Properties=species:S:1:pos:R:3:forces:R:3:mulliken_spin:R:1 method="wB97M-V/def2-TZVPD" total_charge=0 energy_ha=-477.1131 fmax_ha_per_bohr=0.0390 multiplicity=2 gap_ev="3.402 / 11.557"
C 0.2216 1.1447 0.4285 0.6 -1.6 1.1 1.182
C -0.4504 1.3078 -0.8946 0.5 0.0 -1.1 -0.133
C -0.8593 0.0908 -1.6985 -1.1 1.5 0.5 0.826
O -1.8891 0.4751 -2.4999 0.4 0.0 0.0 -0.154
O -0.3927 -1.0145 -1.6811 0.3 -0.3 -0.3 -0.322
N 1.1740 -0.0464 0.6512 0.4 0.8 -0.5 0.675
H 0.8654 2.0119 0.6668 -0.6 0.0 0.2 -0.678
H -0.4835 0.7904 1.1892 -0.4 1.3 0.1 0.080
H 0.2165 1.8649 -1.5786 0.3 -0.3 0.0 0.108
H -1.2775 2.0248 -0.8255 -0.2 -0.5 0.3 -0.151
H -2.0578 -0.1848 -3.1793 0.0 -0.4 0.0 0.043
H 1.7425 0.2141 1.4906 -0.4 -0.3 -0.1 -0.340
H 1.8889 -0.1182 -0.1028 -0.3 -0.2 0.0 -0.396
H 0.6242 -0.9264 0.8137 0.6 0.2 -0.3 0.214
H 1.1366 0.9131 4.5528 0.1 0.3 0.3 -0.020
H 2.3983 1.4301 3.7426 -0.3 0.0 0.3 -0.063
O 1.6837 0.7782 3.7787 0.2 -0.4 -0.7 0.169
H -0.5760 -2.3198 -0.3013 -0.2 0.0 -0.4 0.016
H -0.6107 -3.1152 1.0404 -0.2 -0.2 0.1 0.025
O -0.1403 -2.4499 0.5412 0.3 -0.1 0.5 -0.079

=====

[12]
18
Properties=species:S:1:pos:R:3:forces:R:3:mulliken_spin:R:1 method="wB97M-V/def2-TZVPD" total_charge=0 energy_ha=-649.5513 fmax_ha_per_bohr=0.0223 multiplicity=2 gap_ev="4.200 / 9.894"
C 0.1064 -0.7916 0.7485 0.8 -0.6 0.4 0.976
C -0.1034 -0.3455 -0.6739 0.9 -0.3 -0.6 -0.160
C -1.0091 0.8666 -0.8199 0.2 -0.1 0.6 0.220
S -0.7776 1.7992 -2.3645 -0.2 0.1 0.2 0.013
N -1.0844 -1.4480 1.3568 -0.1 -0.3 1.1 1.422
H 0.8863 -1.5463 0.8313 0.0 -0.2 -0.4 0.193
H 0.5245 -0.0290 1.3977 -0.6 0.4 0.0 0.017
H -0.3474 -1.2043 -1.2994 -0.7 0.0 0.0 -0.089
H 0.8993 -0.1328 -1.0813 -0.2 0.4 0.4 -0.006
H -0.8123 1.4985 0.0518 0.1 0.3 -0.3 0.046
H -2.0535 0.6042 -0.7259 -0.3 -0.2 -0.2 -0.137
H 0.2079 1.0424 -2.8327 0.2 -0.1 -0.2 -0.004
H -0.9331 -1.7141 2.3791 0.2 0.2 -0.3 -0.530
H -1.9344 -0.8549 1.4092 -0.2 0.1 -0.3 -0.418
H -1.2985 -2.3764 0.9164 -0.2 0.2 -0.2 -0.515
H 2.1376 1.6013 -0.4279 0.1 0.2 0.0 0.000
H 3.0605 1.8505 0.7921 -0.1 0.0 -0.2 0.005
O 2.5314 1.1803 0.3426 0.0 -0.1 0.2 -0.033

=====

[13]
19
Properties=species:S:1:pos:R:3:forces:R:3:mulliken_spin:R:1 method="wB97M-V/def2-TZVPD" total_charge=+2 energy_ha=-1047.1560 fmax_ha_per_bohr=0.0762 multiplicity=2 gap_ev="10.237 / 6.250"
N -0.6726 0.7982 1.0776 -0.5 -1.7 -0.3 0.005
C -0.1388 -0.7006 1.1390 -1.3 1.0 3.6 0.004
C 0.7446 -0.7336 2.4448 0.3 0.4 -0.9 -0.001
C 0.5515 -0.9423 -0.1424 1.0 -1.0 -2.1 0.024
S -0.6482 -0.9396 -1.5698 -0.4 -1.4 -0.7 0.458
S 0.1384 0.2104 -2.9702 1.1 1.7 1.2 0.450
H -0.5380 1.3198 1.9545 0.6 0.2 0.4 0.000
H -0.1150 1.1681 0.3184 -0.1 1.1 0.1 -0.003
H -1.6722 0.8853 0.8505 0.2 -0.1 -0.1 0.003
H -0.9906 -1.4108 1.4323 0.9 1.1 -1.2 -0.007
H 0.1247 -0.5628 3.3590 0.3 -0.1 -0.9 0.000
H 1.1517 -1.7552 2.4754 0.3 0.5 0.3 0.000
H 1.5294 0.0772 2.3680 -0.6 -1.2 0.2 0.000
H 1.3927 -0.3316 -0.5116 -0.3 0.5 0.9 0.009
H 0.9952 -1.9650 -0.2655 -0.6 0.5 0.5 0.030
H 0.3500 -0.4555 -4.0966 -0.7 -1.1 -0.6 0.025
H 0.4277 3.1700 3.8302 -0.1 -0.1 0.0 0.000
H 1.2014 1.8219 3.8706 -1.2 0.7 -0.2 0.000
O 0.3425 2.2356 3.5927 1.1 -0.8 -0.1 0.000